No. 1
DFT (ωB97M-V/def2-TZVPD) results for a molecular structure, C3H2O2Tl in a non-equilibrium geometry.

Values from the calculation:
- Charge: +1
- Molecular weight: 274.4 g mol⁻¹
- Electronic energy: -11922.7242 eV
- ΔE to the lowest compared entry with this formula, charge and spin: 12.99 kcal/mol
- Largest force on an atom: 1.857 eV Å⁻¹

CARTESIAN COORDINATES (ANGSTROEM)
H: -0.063 0.573 2.025
O: -0.755 -1.002 0.731
O: 0.193 -1.613 -1.647
C: 0.041 -0.004 1.101
C: 0.916 0.121 0.032
C: 0.294 -0.934 -0.702
H: 1.784 0.728 -0.203
Tl: -2.409 2.131 -1.336

These are the Löwdin partial charges, in e, on atoms 1 to 5:
1. H 0.1426
2. O -0.0430
3. O 0.2298
4. C -0.1488
5. C -0.0190


No. 2
DFT (ωB97M-V/def2-TZVPD) results for 2 unconnected molecules or ions with the total composition C4H11NS2 in a non-equilibrium geometry.

Values from the calculation:
- Molecular weight: 137.3 g mol⁻¹
- Electronic energy: -27483.6595 eV
- ΔE to the lowest compared entry with this formula, charge and spin: 4.63 kcal/mol
- Spin multiplicity: 3
- Largest force on an atom: 4.007 eV Å⁻¹

CARTESIAN COORDINATES (ANGSTROEM)
C: 2.488 0.457 -0.090
C: 1.173 2.201 1.236
C: -1.297 -2.577 -1.223
C: 1.190 0.967 0.399
N: 0.330 -0.103 0.896
S: 0.826 -1.548 1.179
S: -2.527 -1.248 -1.150
H: 2.469 -0.533 -0.759
H: 2.965 1.165 -0.722
H: 3.160 0.343 0.752
H: 1.975 2.953 0.899
H: 1.433 2.072 2.385
H: 0.166 2.763 1.166
H: -0.472 -2.131 -0.734
H: -1.034 -3.018 -2.165
H: -1.741 -3.505 -0.796
H: 0.581 1.332 -0.436
H: -3.109 -1.693 -0.074

These are the Löwdin partial charges, in e, on atoms 1 to 5:
1. C -0.1377
2. C -0.1019
3. C -0.5098
4. C -0.6135
5. N -0.4423


No. 3
DFT (ωB97M-V/def2-TZVPD) results for a single C4H11O4P molecule in a non-equilibrium geometry.

Values from the calculation:
- Molecular weight: 154.1 g mol⁻¹
- Electronic energy: -21804.3894 eV
- ΔE to the lowest compared entry with this formula, charge and spin: 94.57 kcal/mol
- SMILES: CO[P@@](=O)(OO)C(C)C
- Largest force on an atom: 2.865 eV Å⁻¹

CARTESIAN COORDINATES (ANGSTROEM)
C: -1.323 -2.314 0.327
O: -1.214 -1.309 -0.665
P: -0.836 0.218 -0.355
O: -1.248 1.057 -1.479
O: -1.651 0.634 1.007
O: -2.970 1.022 0.655
C: 1.083 0.387 0.246
C: 1.353 1.869 0.338
C: 1.927 -0.339 -0.773
H: -1.845 -1.936 1.208
H: -0.339 -2.686 0.618
H: -1.902 -3.120 -0.123
H: -2.856 1.446 -0.224
H: 1.137 -0.086 1.227
H: 1.237 2.327 -0.640
H: 0.657 2.341 1.027
H: 2.367 2.046 0.694
H: 1.854 0.156 -1.739
H: 1.599 -1.371 -0.891
H: 2.971 -0.342 -0.458

These are the Löwdin partial charges, in e, on atoms 1 to 5:
1. C -0.1031
2. O -0.2441
3. P 0.5892
4. O -0.2568
5. O -0.2477